Entry 1:
# C5H13N2O

2 unconnected molecules or ions with the total composition C5H13N2O (the ωB97M-V functional and the def2-TZVPD basis, the OMol25 dataset).

```
21
Properties=species:S:1:pos:R:3:forces:R:3:nbo_charge:R:1
O 0.60919 -0.81314 0.98068 -0.626 -0.419 -0.303 -0.37
C 1.16789 0.23191 1.10045 1.088 0.161 0.121 0.30
C 0.56054 1.51480 0.63117 -0.127 1.362 0.675 0.28
C -0.77079 1.61427 0.22851 -0.825 -1.587 0.384 -0.57
C -0.86469 1.72996 -1.36902 0.788 0.429 -0.830 -0.31
C -0.39657 0.43682 -2.03162 -0.227 -1.233 0.045 -0.25
N -1.40301 -0.57733 -2.12920 -0.113 0.434 0.506 -0.82
N 1.20731 -3.14011 3.03502 -0.008 -0.517 0.494 -1.08
H 2.15108 0.32201 1.58423 -0.020 0.030 0.029 0.18
H 1.15964 2.41467 0.77814 0.108 -0.058 -0.229 0.23
H -1.22609 0.65615 0.45917 -0.472 -0.239 -0.146 0.27
H -1.39033 2.40096 0.66350 0.515 0.586 -0.195 0.33
H -0.25273 2.56855 -1.71749 -0.182 0.010 0.101 0.23
H -1.91099 1.92872 -1.57774 -0.146 0.089 0.143 0.27
H 0.03737 0.60976 -3.01373 -0.170 0.592 -0.251 0.24
H 0.41855 -0.00307 -1.47250 0.351 0.047 0.223 0.19
H -1.33285 -1.40441 -1.56406 0.004 -0.002 -0.145 0.40
H -1.98163 -0.63230 -2.94351 0.023 -0.096 -0.166 0.40
H 2.12181 -3.43112 3.35249 0.134 0.175 0.090 0.36
H 1.31832 -2.43394 2.32733 -0.051 -0.298 -0.337 0.35
H 0.77799 -3.99316 2.67817 -0.045 0.537 -0.207 0.37
```
Positions in Å, forces in eV/Å.

Output
Kohn-Sham gap: 4.2 eV
Net charge: +1
Max |F|: 1.829 eV Å⁻¹
Energy above the lowest of the compared OMol25 structures with the same formula, charge and spin: 508.3 kJ/mol



Entry 2:
# C5H13N2O

2 unconnected molecules or ions with the total composition C5H13N2O (the ωB97M-V functional and the def2-TZVPD basis, the OMol25 dataset).

```
21
Properties=species:S:1:pos:R:3:forces:R:3:nbo_charge:R:1
C -0.89238 0.72285 0.49361 0.775 -0.210 -1.800 -0.19
C -0.49277 -0.60017 -0.09437 -0.260 -1.090 -0.681 -0.48
C 0.99802 -0.79921 -0.41419 -0.453 1.166 1.346 0.12
C 1.51346 -0.84876 -1.63983 1.398 -0.538 0.298 -0.43
C 2.97918 -0.47856 0.76043 0.089 -0.223 -0.977 0.00
N 1.76993 -0.85725 0.83086 -0.264 -0.595 -0.756 -0.45
N -0.30838 1.74887 -0.55275 -1.569 0.518 0.108 -0.70
H -0.49735 0.83356 1.49019 0.307 0.836 0.128 0.25
H -1.95613 0.91546 0.41439 -0.012 -0.231 0.452 0.26
H -0.76548 -1.43480 0.57174 -0.026 0.442 -0.100 0.28
H -1.13730 -0.69523 -0.98505 0.551 -0.400 -0.001 0.21
H 1.05426 -0.48157 -2.53608 -0.721 -0.501 -0.262 0.21
H 2.53174 -1.26322 -1.77928 -0.582 0.648 0.105 0.23
H 3.37718 -0.11948 -0.19967 0.094 0.161 0.242 0.15
H 3.71065 -0.58211 1.55739 -0.487 0.056 0.357 0.20
H -0.73110 2.62183 -0.25504 0.262 0.590 -0.147 0.44
H -0.65930 1.60561 -1.54927 0.620 -0.271 1.649 0.45
H 0.69763 1.85849 -0.56091 0.371 -0.275 0.018 0.45
H -3.81464 -0.67978 2.26782 1.091 1.072 -1.905 0.49
H -3.92549 -1.07325 0.82687 0.477 0.657 -0.037 0.48
O -3.45174 -0.39329 1.35313 -1.661 -1.812 1.962 -0.97
```
Positions in Å, forces in eV/Å.

Output
Kohn-Sham gap: 9.5 eV
Net charge: +1
Max |F|: 3.146 eV Å⁻¹
Energy above the lowest of the compared OMol25 structures with the same formula, charge and spin: 288.2 kJ/mol



Entry 3:
# C5H13N2O

A gas-phase ion, C5H13N2O (charge +1) (the ωB97M-V functional and the def2-TZVPD basis, the OMol25 dataset).

```
21
Properties=species:S:1:pos:R:3:forces:R:3:nbo_charge:R:1
N 1.82803 0.99821 0.07175 0.870 -1.330 1.227 -0.78
C 0.50477 0.93411 0.28667 -0.691 1.352 -2.889 0.30
C -0.34754 1.81421 -0.34248 -0.491 -1.347 1.675 -0.31
N -0.09231 2.90808 -1.32196 -0.551 0.217 1.548 -0.68
C -0.08104 -0.29312 0.99330 0.131 1.354 0.002 -0.45
C -0.86403 -1.23982 0.03297 -0.067 0.909 -0.278 -0.41
C -0.65721 -2.68458 0.48061 -0.780 -0.785 0.175 -0.08
O 0.70570 -3.09135 0.50581 -0.335 0.375 -0.304 -0.73
H 2.36455 0.39448 0.67796 0.317 0.068 -0.367 0.41
H 2.36511 1.62380 -0.49866 -0.314 0.257 -0.002 0.40
H -1.40126 1.71326 -0.09934 0.149 0.259 -0.427 0.22
H -0.73023 3.65830 -1.02707 -0.290 -0.233 -0.544 0.45
H 0.78934 3.42447 -1.28710 0.436 -0.736 -0.303 0.44
H -0.35513 2.54472 -2.23394 0.351 0.516 -0.452 0.45
H 0.75958 -0.85384 1.41395 -0.288 0.190 0.339 0.24
H -0.71628 0.20255 1.74091 0.097 -0.914 0.315 0.24
H -0.50684 -0.90771 -0.97116 -0.360 -1.131 0.358 0.21
H -1.95777 -1.03254 0.08099 0.728 -0.028 -0.057 0.22
H -1.03014 -2.74601 1.50086 0.004 0.251 0.403 0.17
H -1.30388 -3.46793 -0.00279 0.619 1.054 -0.279 0.19
H 0.72659 -3.89929 -0.00127 0.465 -0.297 -0.138 0.48
```
Positions in Å, forces in eV/Å.

Output
Kohn-Sham gap: 9.0 eV
Net charge: +1
Max |F|: 3.264 eV Å⁻¹
Energy above the lowest of the compared OMol25 structures with the same formula, charge and spin: 243.5 kJ/mol



The lowest energy above the lowest of the compared OMol25 structures with the same formula, charge and spin belongs to which entry?
number 3



The lowest Kohn-Sham gap belongs to which entry?
number 1



Which of these has the highest Kohn-Sham gap?
number 2



What is the Kohn-Sham gap in the third record?
9.0 eV